No. 1
Computed, not measured: a 6-piece molecular cluster, C30H30N6 overall in a non-equilibrium geometry, with ωB97M-V/def2-TZVPD.

Values from the calculation:
SMILES string ... c1ccncc1.c1ccncc1.c1ccncc1.c1ccncc1.c1ccncc1.c1ccncc1
F_max ... 3.355 eV Å⁻¹
Energy above the lowest of the compared OMol25 structures with the same formula, charge and spin ... 57.0 kcal/mol
E_HOMO ... -9.59 eV
Total charge ... 0

Geometry as XYZ:
```
66
Properties=species:S:1:pos:R:3:forces:R:3:mulliken_charge:R:1
N 4.258509 -0.907268 -0.557066 0.949 1.621 -0.021 -0.61
C 4.492253 0.414893 -0.687169 0.280 -0.621 0.917 -0.46
C 3.851072 1.229185 -1.612948 1.008 -0.772 0.659 0.21
C 3.012682 0.640772 -2.526671 -1.478 0.826 -1.055 -0.26
C 2.874969 -0.738395 -2.500355 -0.940 -0.443 -1.883 -0.18
C 3.510846 -1.415937 -1.515923 0.523 -1.091 0.676 -0.40
H 5.258617 0.837493 -0.002649 -0.746 -0.237 -0.388 0.38
H 4.185458 2.236628 -1.586392 -0.401 0.957 -0.358 0.20
H 2.407489 1.272664 -3.220650 0.794 -0.650 0.415 0.36
H 2.362017 -1.392507 -3.276063 0.391 1.419 0.970 0.37
H 3.498130 -2.477193 -1.511801 -0.395 -0.975 0.036 0.41
N -3.045916 -2.068920 -6.382243 1.722 1.171 1.962 -0.53
C -3.201329 -1.143106 -5.374201 -0.131 -1.882 -0.193 -0.28
C -2.344862 -1.021974 -4.282848 -0.360 0.909 -0.097 -0.29
C -1.289105 -1.869724 -4.137221 0.592 -1.357 -0.224 0.07
C -1.116440 -2.877889 -5.080264 -0.114 0.189 -0.103 -0.49
C -1.924110 -2.830466 -6.210963 -0.716 -0.044 -0.987 -0.17
H -4.132243 -0.611909 -5.279932 -0.239 0.306 -0.724 0.36
H -2.512742 -0.266302 -3.520347 -0.178 0.014 -0.243 0.33
H -0.612246 -1.815159 -3.305814 0.063 0.090 0.413 0.33
H -0.414779 -3.711200 -4.947535 -0.024 0.686 -0.231 0.34
H -1.613219 -3.430017 -7.079487 -0.593 -0.074 0.451 0.34
N -2.210789 -3.934614 2.501695 0.351 -0.594 -0.603 -0.49
C -1.561278 -4.096412 3.648651 0.983 0.431 0.190 -0.43
C -0.649456 -3.152871 4.167978 -0.003 -0.523 0.688 -0.20
C -0.466310 -1.970708 3.470297 0.191 0.711 0.253 -0.25
C -1.198365 -1.794991 2.308267 -0.278 -0.443 -1.259 -0.31
C -1.960223 -2.845474 1.771522 -0.157 0.532 2.037 -0.41
H -1.659737 -5.065535 4.132563 -0.330 0.220 0.132 0.34
H -0.126413 -3.330381 5.138150 -0.465 0.016 -1.035 0.34
H 0.232135 -1.169451 3.810219 -0.750 -0.770 -0.167 0.35
H -1.195558 -0.885742 1.732854 0.399 0.262 0.058 0.62
H -2.487648 -2.762261 0.836091 -0.043 0.109 -0.207 0.41
N 5.447497 4.939812 -2.127272 1.054 -0.388 0.213 -0.59
C 4.241655 5.405792 -2.308873 -1.359 0.978 -1.406 -0.19
C 3.232983 5.411177 -1.367036 0.218 -0.065 0.848 -0.42
C 3.576921 4.993405 -0.080856 0.107 0.752 0.366 -0.11
C 4.885437 4.571415 0.200406 -0.880 -0.052 -2.730 -0.48
C 5.743180 4.493329 -0.914548 -0.461 0.428 1.249 -0.25
H 4.041102 5.903061 -3.272355 0.143 -0.521 0.261 0.34
H 2.243038 5.819144 -1.582391 0.387 -0.189 0.038 0.39
H 2.851302 5.214245 0.695248 0.052 -0.553 0.170 0.46
H 5.230597 4.197212 1.119012 0.171 -0.114 1.217 0.45
H 6.746646 4.171399 -0.730961 0.553 -0.345 -0.215 0.37
N -6.916836 -0.234991 3.781386 0.751 -2.956 1.397 -0.57
C -5.649461 0.122131 3.577758 -1.244 0.221 0.183 -0.26
C -4.538289 -0.620372 3.926455 1.822 0.014 -0.519 -0.26
C -4.644770 -1.910733 4.389353 0.542 -0.457 0.072 0.08
C -5.927310 -2.317287 4.630234 -1.340 -0.528 0.325 -0.47
C -6.999241 -1.502731 4.383096 -0.687 2.850 -1.365 -0.27
H -5.601700 1.075891 3.103406 0.674 0.647 -0.225 0.42
H -3.538316 -0.223594 3.754053 -0.275 0.122 -0.112 0.34
H -3.816034 -2.640171 4.539469 -0.487 1.088 -0.094 0.27
H -6.195292 -3.271849 5.020813 0.258 -0.723 0.253 0.36
H -8.017163 -1.789917 4.604316 0.018 -0.263 0.062 0.37
N 0.295696 2.448586 0.247418 -1.094 -0.534 -1.797 -0.64
C -0.207170 1.379614 -0.470151 0.436 1.494 1.589 -0.44
C 0.260529 0.099312 -0.228917 0.835 -0.569 -1.058 -0.39
C 1.287160 -0.019323 0.707248 -0.094 -1.025 0.978 0.15
C 1.648006 1.035497 1.531393 1.901 -1.528 -0.208 -0.45
C 1.225755 2.270626 1.161740 -0.926 1.114 0.331 -0.22
H -1.011392 1.657622 -1.161866 0.427 -0.362 0.164 0.38
H 0.033594 -0.799163 -0.856895 -0.146 1.066 0.615 0.33
H 1.797123 -0.979061 0.878455 -0.480 0.362 -0.193 0.47
H 2.457594 0.886764 2.270331 -0.668 0.174 -0.392 0.38
H 1.595728 3.167903 1.660799 -0.110 -0.128 -0.095 0.41
```
Positions in Å, forces in eV/Å.

***

No. 2
Computed, not measured: a 6-piece molecular cluster, C3H18N2O6S overall in a non-equilibrium geometry, with ωB97M-V/def2-TZVPD.

Values from the calculation:
SMILES string ... NC(=O)[C@@H](N)CS.O.O.O.O.O
F_max ... 6.859 eV Å⁻¹
Energy above the lowest of the compared OMol25 structures with the same formula, charge and spin ... 58.5 kcal/mol
E_HOMO ... -8.41 eV
Total charge ... 0

Geometry as XYZ:
```
30
Properties=species:S:1:pos:R:3:forces:R:3:mulliken_charge:R:1
N -0.806572 0.774416 -0.179696 -1.417 -1.885 6.441 -0.47
C -0.592611 -0.309529 0.825815 3.162 -0.059 -3.651 0.34
C -1.753148 -0.670778 1.679929 -2.311 3.472 -2.660 -0.73
S -1.841600 0.854459 2.760229 -0.757 -1.132 0.780 -0.24
C 0.115861 -1.513899 -0.198143 -0.690 0.795 4.040 -0.08
N 1.097731 -2.281306 0.428924 -2.951 1.026 -0.721 -0.35
O -0.251083 -1.558854 -1.320826 0.388 -0.597 -1.927 -0.49
H -0.024391 0.944536 -0.621635 4.512 1.350 -3.010 0.21
H -2.281632 1.656166 1.809382 -0.087 0.255 -0.373 0.13
H -1.620829 0.934064 -0.620594 -3.201 -0.060 -1.752 0.26
H 0.306201 0.087210 1.417595 -1.437 -0.944 -0.372 0.25
H -1.619542 -1.513606 2.214652 0.775 -2.565 2.260 0.53
H -2.739970 -0.869177 1.067988 1.936 0.805 1.066 0.23
H 1.217595 -2.243081 1.389665 -0.302 0.773 2.141 0.27
H 1.933888 -2.561779 0.075746 2.296 -1.281 -2.330 0.24
H -1.790550 2.169787 -3.338007 -1.952 2.459 -0.589 0.31
H -0.758091 1.461325 -2.868602 1.284 -1.217 0.449 0.25
O -1.523103 1.290610 -3.409545 0.651 -1.325 0.185 -0.58
H 2.566371 -0.391857 1.831496 -0.286 -0.516 0.366 0.41
H 2.833235 -0.616886 3.334171 -0.594 -1.391 -1.702 0.35
O 2.587855 -1.125549 2.489586 0.808 1.752 1.976 -0.66
H 3.613600 0.452610 0.533554 1.098 0.169 0.026 0.32
H 2.452111 -0.127915 -0.134552 -0.967 -1.994 -1.807 0.28
O 2.684887 0.581009 0.402554 0.148 2.124 1.316 -0.73
H 1.107395 3.328808 -2.192083 1.503 -2.092 0.719 0.32
H 2.296022 2.891480 -1.276059 -0.313 -0.303 -0.172 0.30
O 1.661949 2.512173 -1.907918 -1.308 2.335 -0.564 -0.62
H -2.845442 -0.757892 -1.916607 0.025 -0.700 0.501 0.32
H -2.723330 -2.108461 -1.044794 -1.162 2.266 -0.846 0.33
O -3.302793 -1.288074 -1.232229 1.147 -1.520 0.211 -0.67
```
Positions in Å, forces in eV/Å.

***

Q: Among the records above, which one has the lowest F_max?
A: C30H30N6

***

Q: Which value of F_max does entry 1 give?
A: 3.355 eV Å⁻¹

***

Repeat the second record exactly.
Computed, not measured: a 6-piece molecular cluster, C3H18N2O6S overall in a non-equilibrium geometry, with ωB97M-V/def2-TZVPD.

Values from the calculation:
SMILES string ... NC(=O)[C@@H](N)CS.O.O.O.O.O
F_max ... 6.859 eV Å⁻¹
Energy above the lowest of the compared OMol25 structures with the same formula, charge and spin ... 58.5 kcal/mol
E_HOMO ... -8.41 eV
Total charge ... 0

Geometry as XYZ:
```
30
Properties=species:S:1:pos:R:3:forces:R:3:mulliken_charge:R:1
N -0.806572 0.774416 -0.179696 -1.417 -1.885 6.441 -0.47
C -0.592611 -0.309529 0.825815 3.162 -0.059 -3.651 0.34
C -1.753148 -0.670778 1.679929 -2.311 3.472 -2.660 -0.73
S -1.841600 0.854459 2.760229 -0.757 -1.132 0.780 -0.24
C 0.115861 -1.513899 -0.198143 -0.690 0.795 4.040 -0.08
N 1.097731 -2.281306 0.428924 -2.951 1.026 -0.721 -0.35
O -0.251083 -1.558854 -1.320826 0.388 -0.597 -1.927 -0.49
H -0.024391 0.944536 -0.621635 4.512 1.350 -3.010 0.21
H -2.281632 1.656166 1.809382 -0.087 0.255 -0.373 0.13
H -1.620829 0.934064 -0.620594 -3.201 -0.060 -1.752 0.26
H 0.306201 0.087210 1.417595 -1.437 -0.944 -0.372 0.25
H -1.619542 -1.513606 2.214652 0.775 -2.565 2.260 0.53
H -2.739970 -0.869177 1.067988 1.936 0.805 1.066 0.23
H 1.217595 -2.243081 1.389665 -0.302 0.773 2.141 0.27
H 1.933888 -2.561779 0.075746 2.296 -1.281 -2.330 0.24
H -1.790550 2.169787 -3.338007 -1.952 2.459 -0.589 0.31
H -0.758091 1.461325 -2.868602 1.284 -1.217 0.449 0.25
O -1.523103 1.290610 -3.409545 0.651 -1.325 0.185 -0.58
H 2.566371 -0.391857 1.831496 -0.286 -0.516 0.366 0.41
H 2.833235 -0.616886 3.334171 -0.594 -1.391 -1.702 0.35
O 2.587855 -1.125549 2.489586 0.808 1.752 1.976 -0.66
H 3.613600 0.452610 0.533554 1.098 0.169 0.026 0.32
H 2.452111 -0.127915 -0.134552 -0.967 -1.994 -1.807 0.28
O 2.684887 0.581009 0.402554 0.148 2.124 1.316 -0.73
H 1.107395 3.328808 -2.192083 1.503 -2.092 0.719 0.32
H 2.296022 2.891480 -1.276059 -0.313 -0.303 -0.172 0.30
O 1.661949 2.512173 -1.907918 -1.308 2.335 -0.564 -0.62
H -2.845442 -0.757892 -1.916607 0.025 -0.700 0.501 0.32
H -2.723330 -2.108461 -1.044794 -1.162 2.266 -0.846 0.33
O -3.302793 -1.288074 -1.232229 1.147 -1.520 0.211 -0.67
```
Positions in Å, forces in eV/Å.

***

Q: Look up the E_HOMO of the first one.
A: -9.59 eV